Formula: C48H41GeMnN7O9
Source: the OMol25 dataset
Level of theory: ωB97M-V/def2-TZVPD

- frontier orbital gap (alpha / beta) (eV) = 5.29 / 7.00
- energy (Ha) = -6142.04493
- spin multiplicity = 6
- total charge = -2

Structure (XYZ):
```
107
Properties=species:S:1:pos:R:3:forces:R:3
Mn -0.980151 2.117917 0.864529 -1.2 0.0 1.2
C -3.776797 -3.152429 1.298357 0.0 -0.1 0.0
C -4.500477 -2.535514 0.284399 0.0 -0.1 0.0
C -4.103660 -1.315163 -0.228721 0.1 0.1 0.0
C -2.943248 -0.672570 0.255144 -0.2 -0.4 0.0
C -2.203622 -1.326752 1.255003 0.0 0.2 -0.1
C -2.624443 -2.535494 1.774788 -0.1 -0.1 0.0
N -2.550865 0.585726 -0.167387 0.5 0.8 -0.1
N -3.272310 1.039613 -1.168072 -0.3 -0.7 -0.2
C -3.233877 2.352547 -1.438610 0.1 0.5 0.2
C -3.951792 2.810291 -2.573913 0.0 0.0 -0.1
C -4.028526 4.153704 -2.828724 0.1 -0.1 0.1
C -3.392066 5.048114 -1.959990 0.0 0.1 0.0
C -2.703978 4.527256 -0.878131 0.0 0.3 -0.1
N -2.611097 3.230090 -0.613499 0.0 -0.6 0.0
H -4.099870 -4.104341 1.705983 0.0 0.0 0.0
H -5.398163 -3.009416 -0.099667 0.0 0.0 0.0
H -4.684812 -0.820464 -0.991648 0.0 0.0 0.0
H -1.309230 -0.841192 1.614088 0.0 -0.1 0.0
H -2.050887 -3.007599 2.565341 0.0 0.0 -0.1
H -4.434568 2.071869 -3.199482 0.0 0.0 0.0
H -4.584691 4.523336 -3.682869 0.0 0.0 0.0
H -3.438031 6.117297 -2.116000 0.0 0.0 0.0
H -2.219188 5.190908 -0.170771 0.0 -0.1 0.0
O -0.442193 6.122213 2.130278 0.0 -0.1 -0.1
C -0.366970 5.072740 1.485651 0.1 0.1 0.1
O -1.124492 4.067175 1.647988 -0.1 -0.4 -0.3
C 0.689627 5.038578 0.369554 -0.1 -0.1 0.1
C 1.502413 6.129095 0.272865 0.3 0.2 -0.1
C 2.450941 6.254466 -0.757982 -0.6 -0.7 0.1
C 2.518657 5.290726 -1.742159 0.1 0.1 -0.2
C 1.703921 4.174649 -1.686502 -0.2 0.4 0.7
C 0.801729 3.949543 -0.571816 0.1 0.2 -0.1
O 0.164545 2.871966 -0.433030 1.0 0.2 -1.2
N 1.801878 3.258272 -2.788285 0.2 -0.4 -0.7
O 2.595877 3.525371 -3.693344 0.0 0.1 0.1
O 1.103929 2.264183 -2.824084 -0.1 0.1 0.1
N 3.310550 7.389727 -0.815173 0.4 0.5 -0.1
O 4.110819 7.482876 -1.741378 0.0 -0.1 0.0
O 3.228538 8.237764 0.062869 -0.1 -0.1 0.1
H 1.388685 6.913255 1.007218 0.0 0.0 0.0
H 3.196542 5.405980 -2.572120 0.0 0.0 0.0
C 3.196876 0.820270 4.337950 0.0 -0.1 -0.1
N 3.094273 2.060016 3.572639 0.1 -0.1 0.1
C 4.265267 2.384159 2.765741 0.0 -0.1 -0.1
C 1.911412 2.252674 2.983416 -0.3 0.3 0.1
N 0.854524 2.507222 2.596791 0.3 -0.2 0.0
H 4.039006 0.902006 5.027784 0.0 0.1 0.0
H 3.339984 -0.036280 3.674623 0.0 0.0 0.0
H 2.278809 0.679219 4.906062 0.0 0.0 0.0
H 5.129736 2.451332 3.428386 0.0 0.0 0.0
H 4.110705 3.344147 2.276154 0.0 0.0 0.0
H 4.442313 1.619801 2.004500 0.0 0.0 0.0
C -3.904638 0.914807 4.560524 0.0 0.0 0.0
C -4.393729 1.612483 3.463626 0.0 -0.1 0.1
C -3.548362 1.956257 2.418852 0.1 0.2 -0.3
C -2.200586 1.598873 2.418085 -0.2 0.0 0.5
C -1.729168 0.911364 3.535589 0.4 0.0 -0.2
C -2.561208 0.573044 4.594200 -0.1 0.0 0.1
H -4.561833 0.651480 5.381904 0.0 0.0 0.0
H -5.442476 1.885311 3.419476 0.0 0.0 0.0
H -3.954834 2.511698 1.580223 0.0 0.0 0.0
H -0.683374 0.621954 3.576281 0.0 0.0 0.0
H -2.160243 0.039843 5.449947 0.0 0.0 0.0
O 2.494020 0.143780 1.351729 0.0 0.0 0.1
C 1.569477 0.159769 0.520860 0.3 0.0 -0.2
O 0.349744 0.406557 0.766609 -0.4 0.0 0.1
C 1.941453 -0.151244 -0.937094 -0.1 -0.1 0.2
C 0.880319 -0.925354 -1.716667 0.0 -0.2 0.2
Ge 0.905688 -2.879305 -1.431781 0.2 -0.1 -0.2
C -0.380148 -3.730377 -2.681268 0.2 0.2 0.2
C -0.191233 -3.694400 -4.062366 0.1 0.0 0.0
C -1.130530 -4.233477 -4.929007 0.0 0.0 -0.1
C -2.286555 -4.814164 -4.427135 0.0 0.0 0.0
C -2.491112 -4.854848 -3.056300 -0.1 -0.1 0.0
C -1.544187 -4.319418 -2.195422 0.0 0.1 0.0
C 0.612319 -3.713652 0.337189 0.0 0.3 -0.2
C 0.647029 -3.005737 1.536743 0.1 0.0 -0.1
C 0.481374 -3.657472 2.751774 0.1 0.0 0.0
C 0.287458 -5.030051 2.788688 0.0 0.0 0.0
C 0.262789 -5.750275 1.602075 0.0 -0.1 0.0
C 0.425961 -5.095591 0.390564 0.0 0.0 -0.1
C 2.725776 -3.531667 -1.936516 -0.2 0.1 0.1
C 3.279289 -3.283635 -3.192605 -0.1 0.0 0.0
C 4.549830 -3.732418 -3.523206 0.0 0.0 -0.1
C 5.305594 -4.428993 -2.591346 0.0 0.0 0.0
C 4.782873 -4.664901 -1.328352 0.1 0.0 0.0
C 3.505915 -4.223146 -1.010084 -0.1 0.0 0.0
H 2.900474 -0.673498 -0.933037 0.0 0.1 0.0
H 2.081032 0.820839 -1.414930 0.0 -0.1 0.0
H 1.050170 -0.797706 -2.790420 -0.1 -0.1 0.0
H -0.108434 -0.520965 -1.494900 -0.1 0.0 0.0
H 0.701488 -3.236411 -4.472407 0.0 0.0 0.0
H -0.964533 -4.196413 -5.999613 0.0 0.0 0.0
H -3.028300 -5.222772 -5.103367 0.0 0.0 0.0
H -3.394997 -5.296263 -2.653532 0.0 0.0 0.0
H -1.721614 -4.343966 -1.129104 -0.1 0.0 0.1
H 0.799584 -1.937885 1.531726 0.0 0.1 0.0
H 0.499209 -3.083589 3.670727 0.0 0.0 0.0
H 0.160242 -5.538740 3.737114 0.0 0.0 0.0
H 0.117051 -6.824366 1.621446 0.0 0.0 0.0
H 0.411266 -5.665281 -0.533401 0.0 0.0 0.0
H 2.715918 -2.719062 -3.927096 0.0 0.0 0.0
H 4.955674 -3.532529 -4.508162 0.0 0.0 0.0
H 6.300701 -4.775380 -2.844212 0.0 0.0 0.0
H 5.373459 -5.190283 -0.586744 0.0 0.0 0.0
H 3.107361 -4.413701 -0.020580 0.0 0.0 0.0
```
Forces are in eV/Å.

---

Formula: C48H41GeNO5S3Ti
Source: the OMol25 dataset
Level of theory: ωB97M-V/def2-TZVPD

- frontier orbital gap (eV) = 2.32
- energy (Ha) = -6405.60760
- total charge = -2

Structure (XYZ):
```
100
Properties=species:S:1:pos:R:3:forces:R:3
Ti 0.576397 0.426386 -0.535687 -1.4 -1.3 -0.2
C 4.420561 -1.357284 1.020536 -0.2 0.0 -0.1
C 3.066225 -1.699699 0.465449 -0.1 -0.5 0.8
C 2.042572 -1.986589 1.287904 0.5 -0.1 -0.2
C 0.734165 -2.443992 0.803171 0.0 -0.4 0.2
C 0.117097 -3.457941 1.749869 0.1 0.0 -0.2
C 0.642274 -2.713442 -0.696712 0.0 -0.3 0.0
C 1.841166 -2.475610 -1.504583 0.6 -0.2 0.0
C 1.777896 -2.913883 -2.938595 0.0 0.2 0.2
C 2.939413 -1.920386 -0.955026 -0.1 -0.5 -0.4
H 4.342531 -1.054887 2.062473 0.0 0.0 0.1
H 4.879911 -0.548500 0.459967 0.1 0.0 0.0
H 5.075251 -2.229757 0.956874 0.1 0.0 0.0
H 2.184436 -1.945475 2.363120 0.0 0.1 0.1
H 0.796010 -4.307971 1.855348 0.0 -0.1 0.0
H -0.842391 -3.819082 1.382128 -0.1 -0.1 0.0
H -0.038412 -3.024143 2.737242 -0.1 0.0 0.1
H 0.057339 -3.576275 -1.019390 0.0 0.0 0.1
H 1.575114 -3.988267 -3.000474 0.0 0.0 0.0
H 2.707480 -2.684963 -3.456812 0.0 0.0 -0.1
H 0.964595 -2.391324 -3.441928 0.0 0.1 -0.1
H 3.808977 -1.716047 -1.568027 0.0 0.0 -0.1
O -2.189760 2.733901 1.320749 0.0 -0.1 0.5
C -1.342583 2.160282 0.397466 -0.5 1.7 -1.9
O -0.729677 1.056511 0.746621 0.4 -0.4 0.9
C -1.121731 2.655082 -0.876260 -0.7 -0.6 2.3
C -1.727590 3.710284 -1.583590 -0.3 1.2 -0.6
C -1.441778 3.855880 -2.939165 -0.1 -0.1 0.5
C -0.625078 2.957085 -3.608809 0.0 0.5 -1.0
C -0.010760 1.911833 -2.875061 1.1 -1.5 -0.5
N -0.175865 1.858384 -1.490983 -0.3 0.2 -0.4
C 0.743831 0.819506 -3.236031 -1.0 2.0 -1.0
O 1.189349 0.523692 -4.533259 0.1 -0.3 0.3
O 1.094767 0.000145 -2.275031 0.6 -0.7 -0.7
H -2.127960 2.159929 2.097480 0.0 0.1 -0.2
H -2.429874 4.357050 -1.081770 -0.1 0.1 0.1
H -1.906967 4.659755 -3.501591 -0.1 0.0 0.0
H -0.482201 3.023363 -4.683829 0.0 0.0 0.0
H 1.066184 1.323088 -5.052304 -0.1 0.1 0.1
O 2.047341 0.892310 0.279502 2.5 1.0 1.4
C 2.970205 1.868313 0.578385 0.2 0.3 -0.1
C 2.435919 3.268371 0.331496 -0.2 0.7 0.2
C 3.082599 4.305378 -0.294236 -0.1 -0.6 0.0
C 2.435944 5.539692 -0.130910 -0.1 0.3 0.1
C 1.310631 5.443456 0.631924 -0.1 -0.6 0.3
S 1.021279 3.825659 1.167263 0.6 0.5 -0.6
C 3.235254 1.822868 2.065391 -0.1 0.0 1.0
C 2.298852 1.365085 2.961753 0.5 -0.3 -1.1
C 2.589290 1.680994 4.294710 0.6 0.5 0.7
C 3.737348 2.408485 4.431026 0.1 0.0 -0.6
S 4.492887 2.705380 2.892537 -1.0 -0.4 0.4
C 4.188744 1.694509 -0.292059 0.0 -0.2 -0.5
C 5.524079 1.850503 -0.050320 -0.5 0.1 0.2
C 6.314382 1.668811 -1.199930 0.1 -0.1 -0.4
C 5.566947 1.369674 -2.301465 -0.6 0.0 0.2
S 3.871277 1.294269 -1.947428 1.0 0.2 0.3
H 3.992562 4.173506 -0.854082 0.1 0.0 -0.1
H 2.806008 6.462885 -0.547784 -0.1 0.1 -0.1
H 0.628351 6.219734 0.917216 -0.2 0.2 0.0
H 1.432618 0.817210 2.624397 -0.1 0.0 0.0
H 1.965719 1.398922 5.127560 -0.1 0.0 0.1
H 4.199408 2.800833 5.317104 0.0 0.0 0.2
H 5.931018 2.071602 0.919712 0.1 0.0 0.1
H 7.388204 1.768673 -1.198995 0.1 -0.1 -0.1
H 5.911200 1.173140 -3.298442 0.1 0.0 -0.2
C -0.078675 -1.531045 -0.089882 -1.7 -0.9 0.1
Ge -2.041700 -1.629148 0.129229 -0.4 0.7 0.0
C -2.548990 -1.700315 2.069215 0.3 -0.3 -0.2
C -1.741892 -1.050233 3.007226 0.0 0.1 -0.5
C -1.977140 -1.169780 4.361295 -0.2 -0.1 0.4
C -3.031963 -1.950537 4.823014 0.0 -0.1 -0.2
C -3.844539 -2.604709 3.901858 0.0 0.0 0.5
C -3.599637 -2.483160 2.547386 0.1 0.1 -0.5
C -3.068821 -0.072991 -0.547475 0.2 -0.5 0.2
C -4.021909 0.533355 0.258005 0.1 -0.3 0.2
C -4.824884 1.548182 -0.224288 -0.2 0.1 -0.2
C -4.682577 1.967032 -1.533805 -0.2 0.0 0.0
C -3.731508 1.378485 -2.348021 0.0 0.0 -0.3
C -2.929730 0.362908 -1.856790 0.1 -0.2 -0.2
C -3.157383 -3.093867 -0.723192 0.1 -0.1 0.1
C -4.451538 -2.785157 -1.172896 0.5 0.4 0.3
C -5.274493 -3.735260 -1.734796 -0.3 -0.6 -0.3
C -4.838280 -5.049578 -1.882064 0.3 0.2 0.2
C -3.558800 -5.381562 -1.437666 -0.7 -0.4 -0.4
C -2.746461 -4.421904 -0.871606 0.3 0.4 0.3
H -0.917264 -0.450489 2.641302 0.1 0.1 0.0
H -1.332794 -0.670564 5.074856 0.0 0.1 0.0
H -3.211854 -2.058994 5.886167 0.0 0.0 0.0
H -4.662689 -3.225920 4.250404 0.0 0.0 0.0
H -4.229289 -3.006995 1.835471 0.0 0.0 0.0
H -4.125798 0.202103 1.283882 -0.1 0.1 0.1
H -5.563825 2.014307 0.412343 0.0 0.1 0.1
H -5.302641 2.766474 -1.919365 0.0 0.1 0.0
H -3.618552 1.721080 -3.368598 0.2 0.0 0.0
H -2.182615 -0.103517 -2.490978 0.0 0.1 -0.1
H -4.808908 -1.768006 -1.073293 0.0 0.0 0.0
H -6.270262 -3.461371 -2.071484 0.1 0.0 0.0
H -5.478200 -5.797155 -2.335418 0.0 0.0 0.0
H -3.211503 -6.403527 -1.543860 0.1 0.0 0.0
H -1.761870 -4.715046 -0.531979 0.1 0.0 0.0
```
Forces are in eV/Å.

---

> Among the records above, which one has the lowest energy?

C48H41GeNO5S3Ti

---

> Which value of energy does entry 2 give?

-6405.60760 Ha

---

> Which value of total charge does entry 1 give?

-2